Entry 1:
{
  "formula": "C2H35O16",
  "method": "the ωB97M-V functional and the def2-TZVPD basis",
  "charge": -1,
  "species": ["C", "C", "O", "H", "H", "H", "H", "H", "O", "H", "H", "O", "H", "H", "O", "H", "H", "O", "H", "H", "O", "H", "H", "O", "H", "H", "O", "H", "H", "O", "H", "H", "O", "H", "H", "O", "H", "H", "O", "H", "H", "O", "H", "H", "O", "H", "H", "O", "H", "H", "O", "H", "H"],
  "coordinates": [[0.9205, -0.3936, 1.3757], [0.1415, 0.3064, 0.2727], [-1.2435, 0.4524, 0.5647], [0.4385, -1.2966, 1.6647], [0.8865, 0.0914, 2.3607], [1.9105, -0.6976, 1.1887], [0.1085, -0.3266, -0.6073], [0.5855, 1.1954, -0.0743], [-1.1295, -3.3896, 3.0967], [-1.4595, -2.5176, 2.8247], [-1.8315, -4.0566, 2.9697], [2.6685, -0.2596, -1.6863], [2.6115, -1.0486, -1.1323], [1.7235, -0.2726, -1.9653], [1.7815, -2.7996, -1.0023], [0.9885, -2.4906, -1.4683], [1.4645, -3.2606, -0.2233], [-0.6705, 2.1414, 2.4337], [-0.8165, 3.0044, 2.0447], [-0.8005, 1.4754, 1.6977], [0.6775, -4.1346, 1.1027], [0.3115, -3.9256, 1.9887], [0.0565, -4.7346, 0.7267], [3.0725, 2.0624, -0.3913], [3.9785, 1.8384, -0.1633], [2.7875, 1.2574, -0.9083], [0.3155, 2.3594, -2.1923], [0.5055, 2.1334, -1.2963], [-0.5645, 2.7284, -2.0733], [-3.1575, 2.2234, 0.7867], [-2.5505, 1.4884, 0.6557], [-3.8175, 2.2344, 0.0887], [-2.2105, 0.1414, -1.9383], [-1.7875, 0.4084, -1.1423], [-2.7075, 0.9334, -2.1083], [0.7555, 4.5374, -0.7763], [1.2555, 4.4534, 0.0307], [0.8375, 3.7394, -1.2823], [-1.7365, -2.1976, -0.2053], [-1.5875, -1.2646, 0.0807], [-2.5825, -2.4506, 0.1077], [-2.2125, -0.9366, 2.6377], [-3.0625, -0.5616, 2.5267], [-1.7745, -0.5166, 1.9017], [-0.4545, -2.4296, -2.7063], [-0.2665, -1.5936, -3.0993], [-0.8455, -2.3086, -1.8533], [2.0905, 2.9654, 2.1957], [2.6025, 2.6584, 1.4717], [1.2915, 2.5004, 2.2897], [0.7695, -0.1546, -3.4193], [0.3315, 0.6584, -3.2243], [1.3995, 0.0314, -4.1443]],
  "forces_ev_per_a": [[-1.064, 0.603, 1.334], [-1.295, -2.187, -0.039], [0.821, -0.228, 0.146], [-0.770, -1.151, -0.407], [0.222, 0.733, -0.474], [1.353, 0.080, -0.694], [0.809, -0.503, -0.460], [0.793, 1.419, 0.371], [0.102, -1.216, 0.256], [-0.589, 0.146, -0.007], [0.427, 0.895, 0.025], [-0.770, 0.142, 0.284], [0.553, -0.645, 0.373], [0.871, 0.327, -0.563], [0.598, 0.564, -0.375], [0.040, -0.463, -0.293], [-0.273, -0.146, 0.551], [0.642, -0.153, 0.192], [-0.258, 0.129, -0.167], [-0.597, 0.622, 0.559], [0.831, 0.256, 1.040], [-0.108, 0.186, -0.494], [-0.746, -0.574, -0.521], [-0.175, -0.263, -0.285], [0.110, 0.056, -0.028], [0.382, 0.240, 0.379], [-0.583, 0.130, -1.268], [0.541, -0.875, 1.083], [-0.374, 0.122, -0.361], [-1.024, 1.056, 0.235], [0.603, -0.485, -0.329], [0.152, -0.243, 0.005], [-0.625, -0.250, -1.795], [0.981, 0.002, 2.182], [-0.619, 0.412, -0.583], [-0.613, 1.401, 0.273], [0.356, -0.334, 0.393], [0.645, -0.173, -0.341], [1.510, 0.341, -0.329], [-0.360, -0.226, 0.043], [-1.163, -0.169, 0.399], [0.351, -1.112, 0.949], [-1.607, 0.459, 0.304], [1.197, 0.858, -1.110], [0.479, -1.814, -0.563], [0.062, 1.119, -0.295], [-1.118, 0.364, 0.883], [1.501, 2.246, 1.248], [0.214, -0.834, -1.248], [-1.914, -1.310, -0.010], [0.606, -0.743, -1.473], [-0.654, 1.343, 0.281], [-0.452, -0.154, 0.722]],
  "mulliken_charge": [-1.128, 1.277, 0.236, -0.139, 0.342, 0.544, -0.326, 0.008, -0.727, 0.444, 0.282, -0.775, 0.472, 0.288, -0.771, 0.335, 0.476, -0.812, 0.317, 0.046, -0.638, 0.344, 0.246, -0.652, 0.270, 0.433, -0.922, 0.094, 0.310, -0.673, 0.146, 0.266, -0.599, 0.114, 0.262, -0.691, 0.323, 0.391, -0.643, 0.210, 0.206, -0.730, 0.317, 0.212, -0.775, 0.445, 0.337, -0.692, 0.368, 0.372, -0.679, 0.374, 0.262]
}

Entry 2:
{
  "formula": "C20H40N6O3PPdS",
  "method": "the ωB97M-V functional and the def2-TZVPD basis",
  "charge": -1,
  "species": ["Pd", "N", "N", "C", "N", "N", "N", "O", "O", "H", "H", "H", "H", "H", "C", "C", "C", "C", "P", "N", "C", "C", "C", "C", "C", "C", "C", "C", "H", "H", "H", "H", "H", "H", "H", "H", "H", "H", "H", "H", "H", "H", "H", "H", "H", "H", "H", "H", "H", "H", "H", "H", "H", "H", "H", "C", "S", "O", "C", "C", "C", "C", "C", "C", "H", "H", "H", "H", "H", "H", "H", "H"],
  "coordinates": [[-1.0399, -0.2648, 0.4785], [0.2196, 2.2837, 1.7965], [-0.7921, 3.1856, 2.1770], [-2.0812, 3.1755, 1.8139], [-2.8387, 4.1765, 2.3369], [-2.4434, 2.2450, 0.9385], [-3.7747, 2.1514, 0.6335], [-4.0506, 1.4196, -0.2797], [-4.6589, 2.7869, 1.2553], [0.6027, 2.6067, 0.9069], [-0.1875, 1.3810, 1.4978], [-0.5133, 3.8477, 2.8782], [-2.4819, 4.6415, 3.1538], [-3.8319, 3.9720, 2.2951], [-0.3423, -0.1358, -4.0611], [0.0304, -1.2185, -3.0321], [0.7020, -2.3708, -3.7878], [-1.2971, -1.7095, -2.4405], [1.0739, -0.3664, -1.6769], [0.3578, 0.7134, -0.8138], [2.4906, 0.5629, -2.6128], [3.5208, 0.9775, -1.5419], [1.8940, 1.8960, -3.1181], [3.2387, -0.0984, -3.7755], [1.9440, -1.7952, -0.7080], [0.9507, -2.9129, -0.3366], [3.1545, -2.4653, -1.3699], [2.3808, -1.1880, 0.6337], [-1.1366, -0.5254, -4.7066], [0.4938, 0.1364, -4.7032], [-0.7149, 0.7645, -3.5683], [0.0795, -2.6292, -4.6542], [0.7932, -3.2687, -3.1855], [1.6899, -2.1177, -4.1684], [-1.9991, -1.9011, -3.2623], [-1.7591, -0.9676, -1.7871], [-1.1865, -2.6338, -1.8761], [3.0213, 1.4922, -0.7190], [4.2409, 1.6657, -1.9997], [4.0847, 0.1415, -1.1314], [1.1639, 2.2753, -2.4003], [1.4140, 1.8049, -4.0911], [2.7034, 2.6289, -3.2199], [3.7291, -1.0323, -3.5101], [4.0189, 0.5926, -4.1217], [2.5859, -0.2903, -4.6278], [0.7679, -3.6084, -1.1516], [-0.0007, -2.5059, 0.0094], [1.3836, -3.4904, 0.4905], [2.9131, -2.8978, -2.3400], [3.4807, -3.2886, -0.7214], [4.0085, -1.8015, -1.4947], [1.5039, -0.8437, 1.1836], [3.0501, -0.3356, 0.5343], [2.8908, -1.9644, 1.2194], [-1.3947, -2.5756, 2.8566], [-2.2139, -1.2119, 2.0443], [-3.6428, -1.6537, 1.9437], [-2.1900, -0.0737, 3.4491], [-0.9978, 0.3683, 4.0122], [-1.0349, 1.2837, 5.0523], [-2.2546, 1.7774, 5.5097], [-3.4373, 1.3475, 4.9231], [-3.4094, 0.4118, 3.8927], [-1.9715, -2.8478, 3.7436], [-0.3721, -2.2898, 3.1015], [-1.3896, -3.3872, 2.1301], [-0.0502, 0.0326, 3.6092], [-0.1073, 1.6269, 5.4951], [-2.2791, 2.4986, 6.3187], [-4.3876, 1.7398, 5.2654], [-4.3145, 0.0562, 3.4149]],
  "forces_ev_per_a": [[-0.148, -0.269, 0.165], [0.214, 0.394, -0.324], [0.219, -0.071, 0.042], [0.124, -0.087, -0.149], [-0.153, -0.038, 0.076], [-0.428, 0.347, 0.237], [0.007, 0.461, 0.005], [-0.012, -0.252, -0.176], [0.150, -0.278, -0.015], [-0.044, -0.095, -0.031], [-0.204, 0.063, 0.338], [0.001, -0.075, 0.078], [0.030, -0.049, 0.029], [0.058, 0.060, -0.027], [-0.050, 0.007, 0.056], [-0.034, 0.190, -0.111], [-0.088, 0.050, -0.111], [-0.035, -0.135, -0.121], [0.226, 0.383, 0.133], [-0.134, -0.955, -0.031], [-0.042, 0.123, 0.171], [-0.005, 0.001, -0.084], [0.050, 0.010, 0.042], [-0.044, 0.095, -0.043], [-0.095, 0.082, 0.073], [0.159, -0.002, 0.019], [-0.042, -0.077, 0.031], [0.097, 0.017, 0.084], [0.018, 0.000, 0.006], [0.013, -0.030, 0.002], [0.010, -0.036, 0.021], [0.005, -0.011, 0.041], [0.017, -0.103, 0.132], [-0.009, 0.024, 0.009], [0.065, -0.067, 0.027], [0.037, 0.079, 0.010], [0.000, 0.019, 0.038], [-0.006, -0.003, -0.044], [-0.007, -0.002, 0.012], [0.000, 0.023, -0.076], [0.037, -0.042, 0.001], [0.019, -0.009, 0.034], [-0.007, -0.024, -0.036], [0.004, -0.043, 0.056], [-0.026, -0.027, 0.010], [0.004, 0.022, 0.010], [-0.027, -0.051, -0.147], [-0.022, 0.093, 0.027], [0.006, -0.014, -0.051], [-0.008, -0.007, -0.040], [0.016, 0.022, -0.030], [-0.041, 0.032, 0.006], [-0.054, 0.004, 0.003], [-0.025, -0.103, 0.024], [-0.016, 0.028, -0.013], [0.058, -0.184, 0.198], [-0.366, 0.542, -0.735], [0.522, 0.085, 0.104], [-0.045, -0.066, 0.044], [-0.075, 0.020, 0.019], [-0.026, 0.002, -0.002], [0.012, -0.035, -0.043], [0.025, -0.025, -0.042], [0.014, 0.080, 0.088], [0.064, -0.038, -0.049], [-0.026, -0.030, -0.006], [0.029, -0.007, 0.042], [0.005, -0.010, 0.002], [-0.007, 0.002, -0.007], [0.002, -0.008, -0.013], [0.005, -0.004, -0.004], [0.030, 0.001, 0.017]],
  "mulliken_charge": [-0.282, -0.528, -0.011, 0.537, -0.500, -0.155, 1.080, -0.617, -0.826, 0.416, -0.127, 0.201, 0.220, 0.273, -1.974, 2.511, -1.943, -1.725, 1.049, -0.776, 2.249, -2.038, -1.878, -2.024, 2.462, -1.590, -2.099, -1.621, 0.626, 0.241, 0.331, 0.503, 0.259, 0.232, 0.519, 0.245, 0.273, 0.209, 0.619, 0.293, 0.256, 0.336, 0.537, 0.238, 0.531, 0.276, 0.201, -0.081, 0.615, 0.246, 0.557, 0.319, -0.105, 0.267, 0.547, -1.186, 0.966, -0.837, 0.333, -0.147, -0.668, -0.457, -0.613, -0.423, 0.401, 0.309, 0.398, -0.109, 0.416, 0.390, 0.397, 0.454]
}

Computed E_HOMO (eV) in order:
-6.618, -3.237
Computed orbital gap (eV) in order:
9.167, 5.912